Entry 1:
This record from the Open Molecules 2025 dataset describes a molecular structure, C2H4LiO4Pm at a distorted geometry. The level of theory is ωB97M-V/def2-TZVPD.

Structure (XYZ):
```
12
C2H4LiO4Pm, DFT ωB97M-V/def2-TZVPD
O -1.6003 2.4483 -1.6769
C -0.8260 3.0733 -0.9412
H -0.8686 4.1638 -1.0448
H -0.2138 2.5291 -0.2096
Pm -3.5704 -0.0841 -0.6908
Li -0.6533 0.3315 -3.2635
O -1.5505 0.9954 -1.5928
C 3.4490 2.5382 2.3976
O 2.7045 2.3921 1.4062
O 2.3235 1.1789 1.0019
H 3.4530 3.5570 2.7971
H 3.8728 1.6656 2.9078
```

Summary:
F_max in eV Å⁻¹: 2.74
E_tot in Eh: -992.4929
2S+1: 6
Expectation value of S²: 8.764
Charge: +5
E_HOMO (spin up / spin down) in eV: -29.1 / -28.5


Entry 2:
This record from the Open Molecules 2025 dataset describes a molecular structure, C2H4LiOPm at a distorted geometry. The level of theory is ωB97M-V/def2-TZVPD.

Structure (XYZ):
```
9
C2H4LiOPm, DFT ωB97M-V/def2-TZVPD
O 0.8849 -0.5971 0.1570
Pm 3.1355 -0.4682 0.2092
C -0.0935 0.3668 0.4561
C -1.0416 0.3900 -0.6550
H -0.9684 0.0778 0.9939
H -0.5670 0.2700 -1.6199
H -1.9655 0.9408 -0.5528
Li 0.2822 -2.3128 0.2795
H 0.3334 1.3326 0.7321
```

Summary:
F_max in eV Å⁻¹: 5.10
E_tot in Eh: -768.4562
2S+1: 6
Expectation value of S²: 8.755
Energy above the lowest of the compared OMol25 structures with the same formula, charge and spin in kcal per mole: 33.8
Charge: +3
E_HOMO (spin up / spin down) in eV: -20.6 / -24.6


Entry 3:
This record from the Open Molecules 2025 dataset describes a single C2H4N2 molecule at a distorted geometry. The level of theory is ωB97M-V/def2-TZVPD.

Structure (XYZ):
```
8
C2H4N2, DFT ωB97M-V/def2-TZVPD
N 2.0832 -0.6682 -0.7245
C 1.2541 0.0394 -0.3348
C -0.0722 0.6174 -0.0125
N -1.0129 -0.4708 0.2059
H -0.1241 1.2943 0.8446
H -0.3621 1.2086 -0.8877
H -0.6727 -1.2959 -0.2754
H -1.0933 -0.7247 1.1844
```

Summary:
F_max in eV Å⁻¹: 1.12
E_tot in Eh: -188.0944
Energy above the lowest of the compared OMol25 structures with the same formula, charge and spin in kcal per mole: 15.0
E_HOMO in eV: -10.3


Entry 4:
This record from the Open Molecules 2025 dataset describes 2 unconnected molecules or ions with the total composition C2H4N2 at a distorted geometry. The level of theory is ωB97M-V/def2-TZVPD.

Structure (XYZ):
```
8
C2H4N2, DFT ωB97M-V/def2-TZVPD
C 0.2198 -2.2314 -0.9585
C 0.7331 -1.1624 -0.7173
N -0.4686 1.6381 0.8600
N 0.5541 1.0682 1.1759
H -0.1615 -3.2413 -1.0059
H -1.3612 1.3141 0.4055
H -0.4177 2.7640 0.5510
H 0.9021 -0.1493 -0.3107
```

Summary:
F_max in eV Å⁻¹: 4.46
E_tot in Eh: -187.9148
Energy above the lowest of the compared OMol25 structures with the same formula, charge and spin in kcal per mole: 127.7
E_HOMO in eV: -8.6